# 1
Entry from the Open Molecules 2025 dataset: C35H54ClN2O2S3SbSi3Ti as an isolated structure at a distorted geometry (ωB97M-V/def2-TZVPD).

Cartesian coordinates (Å):
Ti: -0.4845 0.9428 -0.8781
C: 2.6998 2.6538 1.7831
C: 3.7937 2.2471 0.7812
S: 3.1085 1.0505 -0.3819
C: 3.9370 1.4218 -1.9459
C: 3.0826 2.1583 -3.0154
S: 1.4601 2.7322 -2.4906
C: 2.0467 4.0483 -1.3742
C: 1.3175 4.2690 -0.0534
S: 1.0468 2.9147 1.1038
H: 3.0290 3.5335 2.3384
H: 2.5528 1.8523 2.5121
H: 4.6326 1.8082 1.3243
H: 4.1733 3.1149 0.2432
H: 4.2423 0.4573 -2.3512
H: 4.8557 1.9684 -1.7340
H: 2.8866 1.4916 -3.8553
H: 3.6387 3.0043 -3.4202
H: 1.9754 4.9918 -1.9210
H: 3.1062 3.8636 -1.2181
H: 0.3167 4.6247 -0.2627
H: 1.8336 5.0792 0.4712
C: -1.1830 -1.9034 3.1343
Sb: -0.0199 -0.7020 1.7836
C: -1.7231 0.2129 0.6617
C: -2.0575 1.2833 1.6385
C: -2.9262 2.3592 1.3820
C: -3.1601 3.2915 2.3675
C: -2.5259 3.1736 3.6030
C: -1.6651 2.1126 3.7748
N: -1.4468 1.1986 2.8302
Si: -3.2384 -0.6392 -0.0605
C: -4.1940 -1.5655 1.2783
C: -2.8213 -1.7083 -1.5550
C: -4.5050 0.5842 -0.7350
C: 0.9529 -2.4130 0.6017
C: 1.3732 -1.9595 -0.7623
C: 2.4135 -2.6440 -1.4180
C: 2.7992 -2.3309 -2.6996
C: 2.1286 -1.3163 -3.3704
C: 1.1377 -0.6545 -2.6861
N: 0.7778 -0.9275 -1.4126
Si: 0.0752 -4.1224 0.5190
C: -1.7673 -4.1267 0.1690
C: 0.1968 -5.1105 2.1247
C: 0.7730 -5.2160 -0.8512
Si: 2.5149 -2.7433 1.7181
C: 3.8794 -1.4654 1.5916
C: 2.1089 -2.7619 3.5586
C: 3.4537 -4.3575 1.3841
H: -1.9762 -1.2535 3.4949
H: -0.5788 -2.2421 3.9707
H: -1.6265 -2.7576 2.6300
H: -3.3701 2.4809 0.4086
H: -3.8252 4.1232 2.1691
H: -2.6856 3.8892 4.3969
H: -1.1190 1.9776 4.7025
H: -3.6700 -2.3954 1.7491
H: -5.1334 -1.9470 0.8703
H: -4.4490 -0.8526 2.0679
H: -1.7822 -2.0322 -1.6044
H: -3.0166 -1.1191 -2.4503
H: -3.4601 -2.5933 -1.5748
H: -5.0917 1.0780 0.0394
H: -5.2001 -0.0082 -1.3395
H: -4.0717 1.3384 -1.3946
H: 2.9003 -3.4574 -0.9048
H: 3.5963 -2.8858 -3.1780
H: 2.3571 -1.0484 -4.3926
H: 0.5629 0.1252 -3.1707
H: -2.3134 -3.2894 0.5927
H: -2.1730 -5.0426 0.6073
H: -1.9770 -4.1561 -0.8996
H: -0.3765 -4.6517 2.9294
H: 1.1893 -5.3442 2.5018
H: -0.2926 -6.0613 1.8912
H: 0.6055 -4.7675 -1.8324
H: 0.2016 -6.1486 -0.8250
H: 1.8267 -5.4752 -0.7702
H: 3.5895 -0.4959 1.9986
H: 4.2557 -1.3085 0.5830
H: 4.6974 -1.8567 2.2047
H: 1.8123 -1.7793 3.9282
H: 3.0488 -3.0116 4.0606
H: 1.3692 -3.4911 3.8733
H: 4.1175 -4.2729 0.5213
H: 2.8671 -5.2660 1.2754
H: 4.1040 -4.4945 2.2538
Cl: -4.3516 6.2517 -4.1764
C: -3.3817 5.2027 -3.1728
C: -2.9423 5.6680 -1.9356
C: -2.1574 4.8338 -1.1505
C: -1.7975 3.5529 -1.5692
O: -0.9976 2.8031 -0.8151
C: -2.3050 3.0623 -2.8144
C: -2.0737 1.7453 -3.2495
O: -1.4234 0.8189 -2.5765
C: -3.0848 3.9376 -3.6097
H: -3.2152 6.6578 -1.5989
H: -1.8352 5.1637 -0.1707
H: -2.4878 1.4247 -4.2048
H: -3.4617 3.5946 -4.5647

Atoms 1-2, force components in eV/Å:
-0.2 1.0 -0.2
0.1 -0.1 0.0

## Properties
Relative energy (zero: lowest compared OMol25 entry of this formula, charge and spin) (kcal/mol): 0.00
Spin multiplicity: 3
LUMO energy (alpha / beta) (eV): 0.20 / 0.20
Expectation value of S²: 2.0395


# 2
Entry from the Open Molecules 2025 dataset: a single C4H10N2 molecule at a distorted geometry (ωB97M-V/def2-TZVPD).

Cartesian coordinates (Å):
C: 1.2196 1.0215 1.1579
C: 0.5167 -0.1766 0.5053
C: -0.5816 -0.6880 1.4381
C: -0.0977 0.2296 -0.7418
H: 0.5098 1.7355 1.5262
H: 1.6856 0.6672 2.1139
H: 1.8726 1.5619 0.4689
H: 1.0167 -1.1547 0.3570
H: -1.4255 -0.0471 1.5953
H: -1.0578 -1.6292 1.0685
H: -0.1515 -0.9607 2.4533
H: 0.0930 1.2613 -1.1162
H: -0.9277 0.4577 -3.2068
H: -0.8767 -1.2053 -3.3475
N: -0.5800 -0.6366 -1.5226
N: -1.2156 -0.4364 -2.7493

Atoms 1-2, force components in eV/Å:
0.7 -1.3 0.9
-0.8 -0.7 1.8

## Properties
Relative energy (zero: lowest compared OMol25 entry of this formula, charge and spin) (kcal/mol): 46.02
LUMO energy (eV): 1.20
SMILES string: CC(C)/C=N/N